(1)
This record from OMol25 describes 9 unconnected molecules or ions with the total composition C34H41Cl32F8N2O4S. The level of theory is ωB97M-V with the def2-TZVPD basis set.

Its total charge is +1. The calculation puts the HOMO energy at -11.49 eV. For the lowest unoccupied orbital energy, the calculation gives -5.36 eV. The orbital gap comes out at 6.13 eV.

Cartesian coordinates (Å):
C -6.761 4.383 -2.538
C -5.768 5.538 -3.078
C -4.272 4.979 -3.368
C -4.179 4.011 -4.645
C -4.643 2.492 -4.386
C -4.128 1.875 -2.987
C -3.612 0.343 -3.112
C -4.343 -0.649 -2.049
C -3.828 -0.415 -0.545
C -3.222 -1.738 0.162
C -1.792 -1.409 0.839
C -1.605 -2.078 2.315
C -0.328 -3.040 2.221
C 0.312 -3.458 3.645
C 1.921 -3.435 3.642
C 2.686 -2.089 3.912
C 2.014 -0.685 4.189
F 2.760 0.425 3.652
F 0.710 -0.517 3.685
C 2.064 -0.447 5.807
F 2.922 0.648 6.129
F 2.534 -1.630 6.466
C 0.641 -0.101 6.447
F 0.867 0.023 7.855
F 0.110 1.131 6.037
F -0.316 -1.136 6.315
C 4.230 -2.278 3.922
C 5.290 -1.061 4.229
C 5.940 -0.689 2.805
C 5.587 0.785 2.267
S 4.512 0.686 0.755
O 3.541 1.832 0.714
O 5.376 0.799 -0.496
O 3.646 -0.752 0.619
C 4.879 -3.685 3.640
F 6.285 -3.832 3.660
N 4.049 -4.771 3.368
N 2.742 -4.577 3.403
C 1.964 -5.850 3.105
C 1.322 -5.839 1.617
O 0.004 -6.473 1.590
H -6.208 3.743 -1.774
H -7.087 3.767 -3.445
H -7.699 4.843 -2.071
H -5.706 6.339 -2.251
H -6.188 6.081 -4.002
H -3.648 5.918 -3.626
H -3.831 4.549 -2.406
H -4.875 4.437 -5.457
H -3.110 4.096 -5.077
H -4.173 1.858 -5.229
H -5.774 2.443 -4.531
H -3.212 2.499 -2.681
H -4.986 1.995 -2.236
H -2.477 0.356 -2.975
H -3.811 0.005 -4.195
H -4.198 -1.736 -2.411
H -5.463 -0.366 -2.116
H -4.635 0.007 0.150
H -3.007 0.387 -0.601
H -3.969 -2.217 0.900
H -3.094 -2.527 -0.673
H -1.579 -0.275 0.855
H -0.979 -1.852 0.147
H -2.575 -2.672 2.516
H -1.531 -1.304 3.150
H 0.478 -2.622 1.505
H -0.698 -4.022 1.737
H -0.136 -4.447 3.981
H -0.063 -2.675 4.410
H 4.818 -0.190 4.787
H 6.117 -1.539 4.887
H 5.658 -1.505 2.051
H 7.090 -0.736 2.889
H 6.560 1.295 1.939
H 5.115 1.429 3.079
H 2.897 -0.746 1.267
H 2.663 -6.769 3.122
H 1.187 -6.071 3.926
H 1.989 -6.515 0.958
H 1.336 -4.813 1.118
H 0.197 -7.412 1.346
C 5.557 -1.983 8.226
Cl 7.156 -2.038 8.995
Cl 5.135 -0.298 7.859
Cl 5.595 -2.929 6.718
Cl 4.346 -2.672 9.325
C 4.524 -0.782 -3.698
Cl 3.199 -1.311 -4.758
Cl 5.955 -1.792 -3.992
Cl 4.913 0.916 -4.041
Cl 4.025 -0.941 -2.002
C -2.656 5.612 -7.580
Cl -1.393 5.263 -6.382
Cl -3.914 6.624 -6.838
Cl -1.942 6.473 -8.960
Cl -3.376 4.089 -8.143
C -6.656 -1.241 3.342
Cl -7.568 -2.754 3.522
Cl -7.174 -0.084 4.585
Cl -4.918 -1.572 3.529
Cl -6.959 -0.556 1.732
C 2.829 5.076 -6.357
Cl 3.338 3.794 -5.238
Cl 4.255 5.763 -7.163
Cl 1.731 4.394 -7.575
Cl 1.988 6.353 -5.451
C -0.965 4.743 6.365
Cl -2.275 4.217 5.286
Cl 0.456 3.704 6.120
Cl -0.537 6.428 6.000
Cl -1.503 4.621 8.053
C 5.405 -5.722 -3.529
Cl 4.577 -5.622 -5.097
Cl 4.939 -4.333 -2.525
Cl 4.944 -7.230 -2.709
Cl 7.163 -5.702 -3.786
C -2.339 2.230 -11.721
Cl -4.035 2.569 -11.314
Cl -2.126 0.482 -11.959
Cl -1.906 3.088 -13.214
Cl -1.290 2.779 -10.396

Here are the Löwdin charges for atoms 1 to 6, given in e: C -0.1248; C -0.2453; C -0.2206; C -0.2556; C -0.1999; C -0.2009

---

(2)
This record from OMol25 describes a molecular structure, C3H9O3Yb. The level of theory is ωB97M-V with the def2-TZVPD basis set.

Its spin multiplicity is 2. The calculation puts the HOMO energy (alpha / beta) at -4.68 / -7.26 eV. For the lowest unoccupied orbital energy (alpha / beta), the calculation gives 0.38 / -0.03 eV. As for the energy above the lowest of the compared OMol25 structures with the same formula, charge and spin: 0.00 kJ/mol. The orbital gap (alpha / beta) comes out at 5.06 / 7.23 eV. Its expectation value of S² is 0.75.

Cartesian coordinates (Å):
Yb 1.491 1.180 -0.149
O 0.853 3.819 -1.501
H 0.474 4.446 -0.880
C 0.849 -1.562 1.808
O 0.528 -0.888 0.602
C -0.814 -1.083 0.152
C -0.949 -0.406 -1.202
H 1.809 -1.169 2.163
H 0.076 -1.378 2.569
H 0.938 -2.640 1.613
H -1.496 -0.625 0.888
H -1.015 -2.164 0.084
H -2.023 -0.399 -1.464
H -0.439 -1.029 -1.962
O -0.422 0.884 -1.156
H 0.140 3.014 -1.565

Here are the Löwdin charges for atoms 1 to 6, given in e: Yb 0.9496; O -0.1789; H 0.0189; C -0.1108; O -0.4137; C -0.2199

---

(3)
This record from OMol25 describes C3H6N4 in the gas phase. The level of theory is ωB97M-V with the def2-TZVPD basis set.

Its SMILES is Cc1ncnn1N. The calculation puts the HOMO energy at -9.20 eV. For the lowest unoccupied orbital energy, the calculation gives 1.02 eV. As for the energy above the lowest of the compared OMol25 structures with the same formula, charge and spin: 127.76 kJ/mol. The orbital gap comes out at 10.22 eV.

Cartesian coordinates (Å):
C 1.413 -1.187 -0.103
C 0.670 0.087 -0.002
N 1.172 1.296 0.055
C 0.046 2.045 0.313
N -1.127 1.433 0.152
N -0.766 0.169 -0.036
N -1.723 -0.843 -0.088
H 2.480 -0.999 -0.259
H 1.309 -1.765 0.820
H 1.058 -1.785 -0.947
H 0.100 3.097 0.566
H -2.141 -0.934 -1.010
H -2.490 -0.612 0.539

Here are the Löwdin charges for atoms 1 to 6, given in e: C -0.0292; C -0.3317; N 0.1107; C -0.2196; N 0.0679; N -0.2011

---

(4)
This record from OMol25 describes 13 unconnected molecules or ions with the total composition C52H90O20. The level of theory is ωB97M-V with the def2-TZVPD basis set.

The calculation puts the HOMO energy at -9.44 eV. For the lowest unoccupied orbital energy, the calculation gives 0.15 eV. As for the energy above the lowest of the compared OMol25 structures with the same formula, charge and spin: 395.88 kJ/mol. The orbital gap comes out at 9.60 eV.

Cartesian coordinates (Å):
C -1.738 -5.073 1.265
C -2.628 -3.834 1.314
C -2.441 -3.214 -0.077
O -1.001 -3.380 -0.283
C -0.719 -4.769 0.172
H -2.291 -5.973 0.995
H -1.275 -5.326 2.219
H -2.284 -3.160 2.099
H -3.671 -4.146 1.366
H -2.646 -2.147 -0.153
H -3.021 -3.661 -0.885
H 0.270 -4.919 0.607
H -0.893 -5.412 -0.690
C 2.756 4.183 -0.814
C 1.947 3.067 -0.253
C 2.653 2.846 1.076
O 3.984 3.069 0.721
C 4.138 3.912 -0.376
H 2.422 5.120 -0.369
H 2.710 4.314 -1.895
H 2.036 2.187 -0.890
H 0.900 3.340 -0.115
H 2.484 1.855 1.496
H 2.427 3.529 1.895
H 4.668 3.396 -1.176
H 4.712 4.786 -0.069
C 1.312 -5.441 -3.247
C 1.170 -4.021 -3.771
C 1.575 -3.189 -2.545
O 2.509 -4.035 -1.870
C 2.175 -5.372 -1.959
H 1.803 -6.080 -3.980
H 0.311 -5.802 -3.008
H 0.199 -3.772 -4.199
H 1.875 -3.838 -4.581
H 0.708 -3.062 -1.897
H 2.011 -2.220 -2.790
H 1.694 -5.762 -1.061
H 3.088 -5.967 -1.988
C 1.045 2.707 5.832
C 2.369 3.151 5.275
C 2.821 1.817 4.679
O 1.614 1.426 3.971
C 0.479 1.901 4.688
H 0.470 3.620 5.991
H 1.188 2.096 6.723
H 3.015 3.379 6.123
H 2.267 3.985 4.581
H 3.091 1.070 5.425
H 3.607 1.849 3.925
H -0.143 1.079 5.043
H -0.097 2.508 3.990
C -2.386 -1.295 6.477
C -2.097 -1.837 5.056
C -0.742 -2.447 5.274
O -0.148 -1.657 6.285
C -1.030 -0.802 7.067
H -2.818 -2.102 7.069
H -3.129 -0.511 6.336
H -1.969 -1.069 4.292
H -2.856 -2.515 4.666
H -0.066 -2.483 4.419
H -0.768 -3.435 5.734
H -0.857 0.258 6.881
H -0.952 -0.846 8.153
C 3.493 -2.189 2.863
C 2.725 -3.491 3.000
C 3.689 -4.472 3.676
O 4.288 -3.612 4.613
C 4.395 -2.277 4.139
H 2.833 -1.332 2.994
H 4.019 -2.253 1.910
H 2.531 -3.905 2.010
H 1.788 -3.273 3.512
H 4.414 -4.921 2.997
H 3.200 -5.312 4.169
H 5.406 -1.982 3.859
H 3.966 -1.665 4.932
O -0.346 7.218 -3.960
C -0.135 6.024 -3.851
O -1.005 5.181 -3.230
C -0.482 3.897 -3.056
C 0.599 3.778 -4.113
C 1.063 5.227 -4.315
H -1.255 3.130 -3.118
H -0.027 3.885 -2.066
H 0.324 3.339 -5.072
H 1.422 3.223 -3.662
H 1.362 5.389 -5.350
H 1.849 5.477 -3.602
O -0.965 0.839 -1.560
C -0.277 0.350 -0.634
O 0.737 -0.433 -0.894
C 1.366 -1.006 0.283
C 0.276 -0.735 1.330
C -0.538 0.446 0.873
H 2.275 -0.442 0.494
H 1.619 -2.062 0.190
H 0.774 -0.601 2.290
H -0.447 -1.551 1.320
H -0.313 1.423 1.299
H -1.613 0.340 1.021
O -4.288 -0.400 1.640
C -5.410 -0.519 1.096
O -6.039 0.592 0.652
C -7.261 0.307 0.034
C -7.356 -1.205 0.048
C -6.224 -1.786 0.891
H -7.220 0.691 -0.986
H -7.953 0.876 0.655
H -7.421 -1.572 -0.976
H -8.346 -1.487 0.405
H -5.665 -2.467 0.249
H -6.546 -2.229 1.834
O 7.394 -1.224 -1.905
C 6.471 -0.404 -1.943
O 5.482 -0.594 -1.104
C 4.466 0.401 -1.186
C 4.691 0.909 -2.629
C 6.165 0.671 -2.887
H 4.654 1.173 -0.440
H 3.458 0.031 -0.994
H 4.415 1.961 -2.697
H 4.000 0.400 -3.300
H 6.659 1.627 -2.718
H 6.314 0.375 -3.926
O 1.376 -2.281 -7.146
C 1.276 -1.313 -6.398
O 0.036 -0.754 -6.117
C 0.185 0.378 -5.291
C 1.549 0.207 -4.690
C 2.362 -0.609 -5.682
H -0.630 0.578 -4.596
H 0.151 1.240 -5.957
H 1.478 -0.285 -3.720
H 2.055 1.146 -4.466
H 3.042 -1.307 -5.195
H 2.923 0.104 -6.286
O -1.048 5.409 1.944
C -1.967 4.795 1.382
O -2.688 3.746 1.901
C -3.723 3.261 1.043
C -3.245 3.755 -0.316
C -2.542 5.081 -0.011
H -4.662 3.773 1.250
H -3.856 2.181 1.102
H -4.012 3.964 -1.061
H -2.610 3.018 -0.808
H -3.278 5.880 0.078
H -1.792 5.345 -0.757
O -5.134 -2.029 -2.111
C -4.878 -1.025 -2.803
O -5.438 -0.725 -3.976
C -4.928 0.547 -4.434
C -4.298 1.253 -3.249
C -3.871 0.047 -2.456
H -5.730 1.059 -4.966
H -4.093 0.375 -5.114
H -5.026 1.889 -2.746
H -3.481 1.913 -3.542
H -3.875 0.104 -1.367
H -2.918 -0.373 -2.775

Here are the Löwdin charges for atoms 1 to 6, given in e: C -0.1670; C -0.1489; C -0.1707; O -0.1846; C -0.1575; H 0.1089

---

The records above give, respectively, maximum force values of 7.8, 4.0, 2.5, 4.7 eV/Å.